106
Properties=species:S:1:pos:R:3:forces:R:3 method="wB97M-V/def2-TZVPD" total_charge=+1 largest_force_ev_per_a=5.34 homo_lumo_gap_ev=5.6
C -1.92569 6.53232 0.44216 0.4 0.2 -0.1
N -1.81348 5.09351 0.34753 -0.6 -0.5 0.0
C -2.88622 4.27248 0.52789 -1.3 0.4 0.3
O -4.04666 4.63444 0.76480 2.0 -0.7 -0.5
C -2.38432 2.82175 0.39922 -0.1 0.3 0.6
C -3.12375 2.04051 -0.68525 -0.1 0.1 -0.2
C -4.56630 1.77821 -0.33158 -0.1 -0.2 -0.1
C -5.55828 2.11091 -1.25612 -0.1 0.1 0.4
C -6.90426 1.94719 -0.92721 0.1 -0.3 0.2
C -7.25533 1.40594 0.31895 0.2 0.1 -0.1
C -6.25644 1.03203 1.23015 0.1 0.0 -0.3
C -4.90819 1.20764 0.89868 -0.5 0.2 -0.2
N -0.96913 2.98769 0.12369 -0.3 0.7 -0.3
C -0.17532 1.88515 -0.03612 3.2 0.0 0.7
C 1.22816 1.84795 0.04985 -4.7 1.5 0.4
C 2.09450 0.73240 -0.15590 0.9 -2.1 -4.8
C 3.56436 1.17931 -0.15622 1.1 -0.5 -0.4
C 4.61361 0.31172 0.22354 -0.2 0.1 0.2
C 5.94885 0.68585 0.26773 0.2 0.4 0.0
C 6.33377 1.99903 -0.01398 -0.1 -0.2 -0.1
C 7.72105 2.40797 0.07409 2.4 0.6 0.1
N 8.85278 2.71533 0.13782 -2.9 -0.7 -0.1
C 5.34742 2.89736 -0.42440 -0.2 -0.3 0.1
C 4.01559 2.49687 -0.52663 -0.6 -0.7 0.1
C -0.53058 4.41181 0.19375 0.0 -0.4 -0.1
C 0.15971 4.86829 -1.10181 -0.2 -0.1 0.1
C 0.36322 4.70760 1.41186 -0.1 0.1 0.0
H -2.96400 6.81832 0.61045 0.1 -0.3 0.0
H -1.31373 6.91528 1.26407 -0.1 0.0 0.0
H -1.57597 6.99968 -0.48233 -0.1 0.0 0.0
H -2.53044 2.34030 1.39060 0.0 0.2 -0.4
H -3.08199 2.62436 -1.61934 0.1 -0.2 0.2
H -2.60219 1.08954 -0.86415 -0.1 0.2 0.0
H -5.25634 2.54371 -2.21311 -0.2 -0.1 0.3
H -7.67410 2.23956 -1.64417 0.2 -0.1 0.3
H -8.30847 1.28519 0.58454 0.4 0.0 -0.1
H -6.51807 0.60392 2.20166 0.0 0.2 -0.4
H -4.11839 0.93655 1.60496 -0.3 0.0 -0.1
H -0.70823 0.93611 -0.15154 0.0 0.4 -0.1
H 1.72287 2.83458 0.20843 -0.3 -1.5 -0.1
H 1.63368 0.04650 -1.10245 1.5 3.8 -0.8
H 4.39377 -0.69397 0.54853 0.1 0.2 -0.2
H 6.71079 -0.03838 0.53352 -0.1 0.0 0.1
H 5.65008 3.90905 -0.67510 -0.2 -0.1 0.0
H 3.31913 3.23187 -0.92841 0.1 -0.2 0.2
H -0.53846 4.79945 -1.94984 0.3 0.0 0.3
H 0.47902 5.91320 -0.98330 0.0 -0.3 -0.1
H 1.03606 4.23994 -1.29839 -0.2 0.2 -0.1
H -0.23318 4.66468 2.33518 0.2 0.0 -0.3
H 1.18081 3.98636 1.49161 -0.2 0.3 0.1
H 0.78896 5.71367 1.29123 -0.1 -0.3 0.2
C 2.82834 -2.36779 1.67597 0.2 0.0 0.1
O 2.42060 -1.13562 1.02920 0.2 -2.3 1.9
C 1.90858 -1.09689 -0.27472 1.0 -0.8 3.6
C 2.86892 -1.86684 -1.24531 -0.6 1.3 -0.5
C 3.03326 -3.25450 -1.21325 0.1 0.0 0.0
C 3.93378 -3.85764 -2.10084 -0.2 0.0 0.2
C 4.65430 -3.10001 -3.02273 0.0 0.0 0.2
C 4.45295 -1.72439 -3.06526 -0.1 0.0 -0.1
C 3.52906 -1.12031 -2.21729 0.3 -0.2 -0.3
C 0.52880 -1.77492 -0.26181 -0.3 -0.4 -0.4
N 0.02164 -2.54544 -1.24815 -1.1 -0.1 1.3
C 0.39044 -2.92289 -2.56762 -0.1 0.2 -1.3
C 0.09970 -4.23503 -2.94177 0.6 -0.4 -0.1
C 0.54940 -4.70206 -4.17890 -0.2 0.4 0.1
C 1.18468 -3.81654 -5.05838 0.0 0.0 0.1
C 1.33837 -2.46800 -4.71773 -0.2 -0.1 0.0
C 0.87813 -2.00019 -3.48853 0.2 -0.2 0.3
N -1.12153 -3.19280 -0.84223 -0.1 1.2 0.6
C -1.36373 -2.77417 0.37130 0.9 0.5 -0.1
C -2.58384 -3.12029 1.09824 -1.4 -0.5 0.6
C -3.20537 -2.30778 2.08085 0.5 -0.3 -0.3
C -4.38512 -2.71779 2.70453 0.1 -0.1 -0.2
C -4.98833 -3.93404 2.35909 0.4 0.1 -0.2
C -4.40121 -4.73490 1.36980 -0.1 0.3 0.1
C -3.22920 -4.32507 0.73365 0.3 0.2 0.2
N -0.32162 -1.92999 0.80563 -0.4 -0.8 -1.3
C -0.08039 -1.63828 2.18683 -0.2 0.4 0.5
C 0.29720 -0.35336 2.52550 -0.1 0.1 -0.1
C 0.58125 -0.07113 3.85480 0.0 0.0 -0.1
C 0.45850 -1.07646 4.81898 0.1 0.1 -0.1
C 0.04367 -2.36237 4.46457 0.0 0.2 -0.1
C -0.24389 -2.64607 3.13068 0.2 -0.3 0.0
H 2.91029 -2.09711 2.73701 0.0 -0.1 -0.3
H 2.11303 -3.20076 1.58367 0.1 0.3 -0.1
H 3.81167 -2.70081 1.31281 -0.3 0.1 0.0
H 2.43759 -3.88963 -0.54789 0.3 0.3 -0.2
H 4.06339 -4.93827 -2.06602 -0.1 0.2 0.0
H 5.35226 -3.58387 -3.71313 -0.3 0.2 0.3
H 5.00456 -1.11903 -3.77999 -0.2 -0.1 0.1
H 3.27934 -0.06996 -2.37201 0.3 -0.2 0.3
H -0.43963 -4.88258 -2.24796 0.4 0.1 -0.3
H 0.39163 -5.75120 -4.44074 0.0 0.4 0.0
H 1.54525 -4.16690 -6.02718 -0.1 0.1 0.3
H 1.82546 -1.77932 -5.41070 -0.3 -0.2 0.2
H 0.91500 -0.94568 -3.21922 0.2 -0.2 -0.1
H -2.73423 -1.36565 2.36409 -0.2 -0.2 0.0
H -4.83565 -2.08425 3.47172 0.2 -0.2 -0.3
H -5.90768 -4.24839 2.86044 0.4 0.1 -0.2
H -4.86723 -5.68259 1.09654 0.2 0.3 0.0
H -2.77612 -4.94505 -0.04066 -0.2 0.1 0.2
H 0.39523 0.38471 1.72205 0.0 -0.2 0.7
H 0.90922 0.93698 4.10762 -0.1 -0.3 0.1
H 0.71085 -0.85052 5.85076 -0.1 -0.1 -0.1
H -0.05062 -3.14659 5.21648 0.0 0.3 -0.2
H -0.56165 -3.65068 2.82812 0.2 0.4 0.2

***

112
Properties=species:S:1:pos:R:3:forces:R:3 method="wB97M-V/def2-TZVPD" total_charge=+2 largest_force_ev_per_a=1.32 e_above_lowest_ev=1.054 homo_lumo_gap_ev=5.9
Ta -0.35654 -0.23818 -0.27788 -0.6 0.1 0.2
O -0.92964 -0.44713 -4.47633 0.0 0.1 0.2
C -0.66394 -0.06785 -3.36142 0.0 0.1 -0.2
N -0.72145 -0.86272 -2.21441 -0.1 -0.2 0.0
C -1.08073 -2.22824 -2.60819 0.0 -0.2 -0.1
C -1.67058 -2.98900 -1.48074 0.0 0.1 0.0
C -2.30464 -4.20872 -1.69182 0.0 0.0 0.0
C -2.84754 -4.87413 -0.61578 0.0 0.1 0.0
C -2.76242 -4.27717 0.63884 0.0 0.0 0.0
C -2.13844 -3.05845 0.75752 0.0 0.0 0.0
N -1.56976 -2.41972 -0.28421 -0.1 -0.1 0.1
C -0.18140 1.31003 -3.09730 0.0 -0.1 -0.1
C -0.04943 2.23696 -4.11131 0.1 0.0 0.0
C 0.54508 3.45154 -3.80675 0.0 0.0 0.0
C 1.00732 3.65137 -2.51430 0.0 0.0 0.0
C 0.80652 2.66990 -1.56047 0.1 0.1 0.1
N 0.18908 1.51739 -1.83524 -0.2 -0.1 0.1
H -1.78153 -2.19348 -3.44540 0.0 0.0 0.1
H -0.19443 -2.75400 -2.99123 -0.1 0.1 0.0
H -2.36829 -4.60765 -2.69469 0.0 0.0 0.0
H -3.34626 -5.82410 -0.74571 0.0 0.0 0.0
H -3.19247 -4.74182 1.51368 0.0 0.0 0.0
H -2.11442 -2.56571 1.71686 0.0 0.0 0.0
H -0.38702 1.97620 -5.10388 0.0 0.0 0.0
H 0.66743 4.21420 -4.56322 0.0 0.0 0.0
H 1.51353 4.56373 -2.23301 0.0 0.0 0.0
H 1.16205 2.81345 -0.55364 0.0 0.0 -0.1
C -5.55024 -0.00250 2.63397 0.0 0.0 0.0
C -4.54223 1.13404 2.69086 -0.1 0.0 0.0
N -3.19588 0.68425 3.03646 0.0 -0.1 0.1
C -2.32907 0.10252 2.20282 0.3 0.0 0.0
S -2.71596 0.08503 0.49246 -0.1 -0.4 0.1
N -1.23901 -0.42288 2.72944 -0.2 0.0 0.1
N -0.40630 -0.98961 1.80906 0.1 -0.2 -0.2
C 0.42343 -1.90772 2.18988 -0.1 0.1 -0.1
C 0.56991 -2.35077 3.60220 0.0 0.0 0.0
C 1.19570 -2.56446 1.11551 0.0 0.2 0.0
C 2.04596 -3.62952 1.34948 -0.1 0.0 0.0
C 2.73435 -4.19462 0.28525 0.0 0.0 0.0
C 2.59020 -3.64414 -0.97397 0.0 0.0 0.0
C 1.73897 -2.56422 -1.13817 -0.1 0.0 0.0
N 1.01969 -2.07374 -0.13165 0.0 0.3 0.1
H -6.53913 0.39062 2.40354 0.0 0.0 0.0
H -5.60778 -0.52483 3.58849 0.0 0.0 0.0
H -5.28516 -0.72069 1.85737 0.0 0.0 0.0
H -4.82679 1.86739 3.44568 0.0 0.0 0.0
H -4.49658 1.66358 1.73624 0.0 -0.1 0.0
H -2.98135 0.55476 4.01692 0.0 0.0 -0.1
H 0.01156 -1.70139 4.26720 0.0 0.0 0.0
H 1.62238 -2.34890 3.88819 0.0 0.0 0.0
H 0.20156 -3.37435 3.70865 0.0 0.0 0.0
H 2.17222 -4.00998 2.35146 0.0 0.0 0.0
H 3.39331 -5.03535 0.44866 0.0 0.0 0.0
H 3.13557 -4.02233 -1.82564 0.0 0.0 0.0
H 1.63699 -2.07253 -2.09835 0.0 0.0 0.1
C 4.84522 3.28451 3.56209 0.0 0.0 0.0
C 3.92192 2.54029 2.63933 0.0 0.0 0.0
C 4.39137 1.53468 1.80198 0.0 0.0 0.0
C 3.53352 0.81987 0.97929 -0.2 0.1 0.1
C 4.03646 -0.38536 0.22827 -0.1 -0.1 -0.2
O 4.18996 -1.42840 0.82705 0.1 0.0 0.1
C 4.28950 -0.27817 -1.23458 0.0 0.0 0.0
C 3.98511 0.88069 -1.94224 0.0 0.0 0.0
C 4.16940 0.93089 -3.31545 0.0 0.0 0.0
C 4.68379 -0.17133 -3.98304 0.0 0.0 0.0
C 5.02193 -1.32095 -3.27766 0.0 0.0 0.0
C 4.82447 -1.37644 -1.90965 0.0 0.0 0.0
C 2.17554 1.13442 0.97313 0.1 -0.2 0.7
O 1.33215 0.34297 0.29663 1.1 0.4 -0.6
C 1.66648 2.15376 1.78989 0.2 -0.1 -0.2
C 2.56576 2.82859 2.62332 -0.1 0.0 0.0
C 0.26128 2.58402 1.69706 0.0 0.0 0.2
N -0.59643 2.08896 0.86583 0.0 -0.2 -0.1
C -1.85821 2.87014 0.73237 -0.1 0.1 0.0
C -2.42915 2.92858 -0.67232 0.1 0.1 -0.2
Te -4.46440 3.61646 -0.60824 0.0 0.1 0.0
C -4.03451 5.16801 0.76243 0.0 -0.1 0.0
C -3.31657 6.28950 0.35634 0.0 0.0 -0.1
C -3.01962 7.29216 1.26654 0.0 0.0 0.0
C -3.45435 7.19136 2.58135 -0.1 0.0 -0.1
C -4.18146 6.08295 2.98596 0.0 0.0 0.0
C -4.46432 5.06792 2.08123 0.0 0.0 0.0
C -0.11904 3.71610 2.59438 0.0 0.1 0.0
C 0.25755 5.02432 2.30547 0.0 0.0 0.0
C -0.14052 6.05700 3.13818 0.0 0.0 0.0
C -0.89885 5.78545 4.26864 0.0 0.0 0.0
C -1.26191 4.48049 4.56425 0.0 0.0 0.0
C -0.88115 3.44487 3.72373 0.0 0.0 0.0
H 5.87865 2.97656 3.41942 0.0 0.0 0.0
H 4.58043 3.10168 4.60387 0.0 0.0 0.0
H 4.78641 4.35954 3.39243 0.0 0.0 0.0
H 5.44274 1.27382 1.81663 0.0 0.0 0.0
H 3.62932 1.75118 -1.41156 -0.1 0.1 0.0
H 3.93802 1.83587 -3.86153 0.0 0.0 0.0
H 4.84697 -0.12854 -5.05137 0.0 0.0 0.0
H 5.45259 -2.16482 -3.79891 0.0 0.0 0.0
H 5.08806 -2.25863 -1.34184 0.0 0.0 0.0
H 2.19716 3.59792 3.28770 0.0 0.0 0.0
H -1.67566 3.89588 1.04919 -0.1 -0.1 -0.1
H -2.60050 2.48075 1.42885 0.1 0.1 0.0
H -2.48197 1.96044 -1.16795 0.0 0.1 0.0
H -1.85849 3.60661 -1.30419 0.0 0.0 0.0
H -3.00691 6.39162 -0.67645 0.0 0.0 0.0
H -2.46997 8.16599 0.94290 0.0 0.0 0.0
H -3.23934 7.98447 3.28467 0.0 0.0 0.0
H -4.53640 6.00822 4.00523 0.0 0.0 0.0
H -5.02553 4.20075 2.40453 0.0 0.0 0.0
H 0.85837 5.23585 1.42843 0.0 0.0 0.0
H 0.14399 7.07400 2.90735 0.0 0.0 0.0
H -1.20403 6.59186 4.92058 0.0 0.0 0.0
H -1.84537 4.26901 5.44954 0.0 0.0 0.0
H -1.16550 2.42286 3.94396 0.0 0.0 0.0